3 unconnected molecules or ions with the total composition C33H51BBr2N2O7P. Source: the OMol25 dataset; level of theory: wB97M-V/def2-TZVPD.

As for the HOMO energy: -3.515 eV. The energy above the lowest of the compared OMol25 structures with the same formula, charge and spin is 0.00 kJ/mol. The value obtained for the HOMO-LUMO gap is 3.819 eV. The charge is -1. For the lowest unoccupied orbital energy, the calculation gives 0.304 eV.

```
97
Properties=species:S:1:pos:R:3:forces:R:3
C 10.25734 -0.93415 2.28688 -0.054 -0.030 0.174
C 8.75373 -0.69960 2.17787 0.053 -0.123 -0.254
P 8.22799 0.50689 0.84141 -0.050 0.424 0.252
C 9.59863 0.36663 -0.40161 0.127 -0.213 -0.239
C 9.68843 -0.88933 -1.26762 0.014 0.034 -0.072
B 6.69807 -0.37168 -0.09793 0.027 -0.326 0.124
O 5.53873 -0.63730 0.79886 0.162 0.261 -0.120
C 4.44796 -0.50379 -0.07297 0.127 -0.075 0.107
C 3.09677 -0.52728 0.63685 -0.121 -0.133 0.134
C 2.16350 -1.64853 0.14569 0.274 0.238 -0.213
C 1.23134 -1.19969 -0.97833 -0.165 -0.249 0.004
C 0.13253 -0.22773 -0.55826 -0.008 0.141 -0.104
C -1.01233 -0.88605 0.21100 0.063 -0.060 -0.132
C -1.87507 -1.81720 -0.65798 -0.172 0.040 0.284
C -3.21858 -1.20369 -1.05204 0.049 -0.095 -0.096
C -4.22645 -1.16135 0.09019 -0.135 0.236 0.087
C -5.65448 -0.84018 -0.36775 0.034 0.056 0.108
C -6.74703 -1.36625 0.57515 0.011 0.023 0.123
C -7.34804 -0.28945 1.46134 0.046 -0.075 0.056
O -7.84770 0.78001 0.67390 -0.056 0.014 -0.102
C -9.16008 1.16758 1.00018 0.112 0.106 -0.027
C 4.78992 0.72436 -0.93100 0.387 -0.536 -0.327
C 4.40957 2.05656 -0.35426 -0.058 -0.102 -0.056
Br 5.04488 2.45687 1.37696 0.205 -0.044 0.296
C 3.65059 2.96802 -0.93680 -0.241 0.295 -0.121
C 3.21737 4.30343 -0.43855 0.082 0.084 0.174
Br 2.92859 2.64080 -2.67286 -0.160 -0.029 -0.305
O 6.17211 0.58099 -1.14011 -0.054 0.185 0.262
H 10.79351 0.01457 2.34777 0.068 0.020 -0.039
H 10.50243 -1.50206 3.18883 -0.007 -0.027 0.027
H 10.64572 -1.49639 1.43782 0.036 0.060 -0.061
H 8.23436 -1.65401 2.06225 -0.040 -0.043 0.032
H 8.41617 -0.24122 3.10750 -0.155 -0.127 0.070
H 10.54452 0.50206 0.12552 0.032 0.113 0.042
H 9.49334 1.24140 -1.04668 -0.033 0.032 -0.035
H 8.80752 -0.98091 -1.89923 -0.054 -0.044 -0.003
H 9.74695 -1.79001 -0.65298 -0.031 -0.045 -0.014
H 10.56613 -0.86467 -1.92209 0.069 0.010 0.034
H 7.05774 -1.44092 -0.62441 -0.036 0.098 0.004
H 4.51533 -1.32867 -0.80275 -0.285 -0.124 -0.039
H 3.28644 -0.63352 1.70453 0.127 -0.003 0.025
H 2.60629 0.44193 0.51177 -0.050 0.016 0.049
H 2.79838 -2.44165 -0.25754 -0.020 -0.168 0.122
H 1.60061 -2.10184 0.96473 -0.083 0.119 0.058
H 1.82586 -0.77388 -1.78777 0.060 0.147 0.037
H 0.76549 -2.08896 -1.41037 -0.006 -0.015 -0.075
H 0.55996 0.58274 0.03785 -0.001 0.003 0.031
H -0.27757 0.25304 -1.45259 -0.029 0.004 -0.027
H -1.65532 -0.10606 0.62609 0.020 0.010 0.116
H -0.60239 -1.44027 1.05698 0.016 0.025 0.070
H -2.08690 -2.73687 -0.10471 0.020 -0.080 -0.060
H -1.33360 -2.12118 -1.55363 0.075 0.054 -0.032
H -3.65007 -1.79073 -1.86835 -0.024 -0.001 -0.029
H -3.06565 -0.19241 -1.44187 0.010 0.021 -0.071
H -4.21699 -2.11368 0.62784 0.024 -0.122 -0.111
H -3.92225 -0.40343 0.81762 0.071 -0.085 0.113
H -5.81020 -1.22846 -1.37536 -0.001 -0.123 0.002
H -5.77375 0.24126 -0.44523 0.013 0.036 -0.164
H -6.33280 -2.12674 1.24346 0.015 -0.089 -0.049
H -7.54864 -1.85261 0.01673 -0.052 0.073 -0.068
H -8.14820 -0.71247 2.07656 -0.045 -0.024 -0.012
H -6.58783 0.09706 2.14973 0.028 0.087 -0.018
H -9.23579 1.48923 2.04282 -0.087 -0.025 0.072
H -9.87942 0.36573 0.81230 -0.047 -0.064 0.085
H -9.41635 2.00910 0.35819 0.008 0.010 -0.042
H 4.27729 0.62584 -1.89135 -0.054 0.097 0.045
H 3.67042 4.51591 0.52664 -0.037 0.024 -0.034
H 3.50947 5.07851 -1.14680 -0.013 0.041 -0.043
H 2.13226 4.33597 -0.33597 -0.054 0.009 -0.019
C -11.69370 6.99600 1.30473 -0.010 -0.028 0.009
C -10.84815 5.91484 1.09478 -0.029 0.035 0.006
C -11.23270 4.64424 1.49131 0.085 0.020 -0.032
C -12.46688 4.48745 2.09263 -0.003 -0.003 -0.006
C -13.32498 5.54719 2.31590 -0.056 0.082 0.009
C -12.92746 6.81252 1.91544 0.040 0.001 -0.020
N -12.88501 3.13555 2.50999 0.046 0.076 -0.015
O -12.10806 2.22455 2.31561 0.041 -0.102 -0.011
O -13.97836 3.01709 3.02170 -0.078 -0.021 0.038
H -11.38965 7.98566 0.99142 0.006 0.012 0.001
H -9.88678 6.05835 0.62176 0.014 0.001 -0.005
H -10.58905 3.79132 1.34073 -0.027 -0.037 0.020
H -14.27932 5.38173 2.79170 -0.002 -0.054 0.005
H -13.58341 7.65586 2.08068 -0.008 0.012 0.001
C 6.65315 -5.43803 -1.79447 -0.013 0.043 -0.014
C 5.41874 -6.07640 -1.81570 0.012 -0.003 0.001
C 4.28327 -5.37698 -2.18311 0.000 -0.136 0.018
C 4.41619 -4.04497 -2.53325 0.036 0.035 0.037
C 5.62960 -3.38467 -2.51321 -0.003 0.065 0.012
C 6.75682 -4.09784 -2.13536 0.020 -0.080 0.005
N 3.20492 -3.29975 -2.91207 0.060 0.048 0.078
O 2.13906 -3.87958 -2.81539 -0.115 -0.002 -0.096
O 3.33519 -2.15334 -3.28615 0.002 -0.065 -0.086
H 7.53716 -5.98572 -1.49522 0.012 -0.003 0.005
H 5.33859 -7.11855 -1.53709 0.001 -0.012 0.003
H 3.31169 -5.84703 -2.19627 -0.017 0.047 -0.015
H 5.68750 -2.33365 -2.75462 0.003 0.030 0.016
H 7.71082 -3.59546 -2.08844 0.039 0.090 0.031
```
Forces are in eV/Å.

Atom-resolved charges from Mulliken, all expressed in e: number 1, C, carries -1.306; number 2, C, carries -0.385; number 3, P, carries -0.332; number 4, C, carries -0.791; number 5, C, carries -1.062; number 6, B, carries 1.408; number 7, O, carries -0.763; number 8, C, carries 1.777; number 9, C, carries -1.179; number 10, C, carries -0.721; number 11, C, carries -0.001; number 12, C, carries -0.806; number 13, C, carries -0.671; number 14, C, carries -0.660; number 15, C, carries -0.765; number 16, C, carries -0.476; number 17, C, carries -0.529; number 18, C, carries -0.766; number 19, C, carries -0.587; number 20, O, carries -0.391; number 21, C, carries -0.762; number 22, C, carries 0.342; number 23, C, carries -0.566; number 24, Br, carries -0.138; number 25, C, carries 0.671; number 26, C, carries -1.404; number 27, Br, carries -0.214; number 28, O, carries -0.847; number 29, H, carries 0.320; number 30, H, carries 0.397; number 31, H, carries 0.250; number 32, H, carries 0.310; number 33, H, carries 0.339; number 34, H, carries 0.453; number 35, H, carries 0.405; number 36, H, carries 0.159; number 37, H, carries 0.213; number 38, H, carries 0.457; number 39, H, carries -0.384; number 40, H, carries -1.240; number 41, H, carries 0.380; number 42, H, carries 0.310; number 43, H, carries 0.222; number 44, H, carries 0.454; number 45, H, carries 0.100; number 46, H, carries 0.307; number 47, H, carries 0.351; number 48, H, carries 0.301; number 49, H, carries 0.426; number 50, H, carries 0.273; number 51, H, carries 0.323; number 52, H, carries 0.342; number 53, H, carries 0.440; number 54, H, carries 0.199; number 55, H, carries 0.317; number 56, H, carries 0.186; number 57, H, carries 0.413; number 58, H, carries 0.311; number 59, H, carries 0.402; number 60, H, carries 0.288; number 61, H, carries 0.429; number 62, H, carries 0.284; number 63, H, carries 0.355; number 64, H, carries 0.336; number 65, H, carries 0.250; number 66, H, carries 0.225; number 67, H, carries 0.370; number 68, H, carries 0.349; number 69, H, carries 0.322; number 70, C, carries -0.448; number 71, C, carries -0.431; number 72, C, carries -0.021; number 73, C, carries 0.048; number 74, C, carries -0.452; number 75, C, carries -0.396; number 76, N, carries 1.015; number 77, O, carries -0.603; number 78, O, carries -0.610; number 79, H, carries 0.378; number 80, H, carries 0.390; number 81, H, carries 0.317; number 82, H, carries 0.449; number 83, H, carries 0.368; number 84, C, carries -0.586; number 85, C, carries -0.368; number 86, C, carries -0.636; number 87, C, carries 0.334; number 88, C, carries -0.314; number 89, C, carries -0.285; number 90, N, carries 1.141; number 91, O, carries -0.665; number 92, O, carries -0.603; number 93, H, carries 0.394; number 94, H, carries 0.369; number 95, H, carries 0.469; number 96, H, carries 0.416; number 97, H, carries 0.307

2 unconnected molecules or ions with the total composition C5H14 in a non-equilibrium geometry. Source: the OMol25 dataset; level of theory: wB97M-V/def2-TZVPD.

As for the HOMO energy: -11.251 eV. As for the SMILES: CCC.CC. The energy above the lowest of the compared OMol25 structures with the same formula, charge and spin is 21.37 kJ/mol. The value obtained for the HOMO-LUMO gap is 12.401 eV. The charge is 0. For the lowest unoccupied orbital energy, the calculation gives 1.149 eV.

```
19
Properties=species:S:1:pos:R:3:forces:R:3
C 1.69535 -2.83969 0.66695 0.514 -0.026 -0.301
C 0.68784 -1.72131 0.81640 -0.512 0.272 0.473
C 0.03821 -1.31775 -0.50455 0.246 0.426 -0.001
H 2.50316 -2.56665 -0.01434 0.006 0.210 -0.117
H 2.19542 -3.08302 1.60523 -0.242 -0.198 0.058
H 1.24349 -3.72966 0.21265 -0.040 0.049 0.367
H -0.07352 -2.00060 1.55846 0.027 -0.190 -0.274
H 1.12745 -0.81858 1.25590 0.256 -0.183 -0.046
H -0.07375 -2.16557 -1.18363 -0.164 0.034 0.074
H -0.92883 -0.83312 -0.33859 0.067 -0.150 -0.123
H 0.68377 -0.57638 -0.99500 -0.165 -0.223 -0.112
C -0.62305 2.88388 -0.93676 -0.892 0.235 -0.219
C -1.64691 2.54865 0.16982 0.867 -0.579 0.213
H -1.04411 3.67366 -1.57644 0.305 -0.192 0.090
H 0.32025 3.23592 -0.54335 0.218 0.061 0.071
H -0.44876 2.02301 -1.58105 0.162 0.003 0.056
H -2.44544 3.27725 0.21838 -0.168 0.021 0.113
H -2.04738 1.54817 0.01920 -0.387 0.084 -0.203
H -1.16320 2.46180 1.15072 -0.099 0.347 -0.118
```
Forces are in eV/Å.

Atom-resolved charges from Mulliken, all expressed in e: number 1, C, carries -1.167; number 2, C, carries -0.189; number 3, C, carries -0.897; number 4, H, carries 0.309; number 5, H, carries 0.334; number 6, H, carries 0.309; number 7, H, carries 0.277; number 8, H, carries 0.245; number 9, H, carries 0.346; number 10, H, carries 0.189; number 11, H, carries 0.239; number 12, C, carries -0.770; number 13, C, carries -0.735; number 14, H, carries 0.293; number 15, H, carries 0.257; number 16, H, carries 0.218; number 17, H, carries 0.311; number 18, H, carries 0.188; number 19, H, carries 0.245